A 18-piece molecular cluster, C78H190F36N12O8P6 overall in a non-equilibrium geometry, computed with wB97M-V/def2-TZVPD.

- E_tot (Eh) = -9987.1001
- net charge = +6
- HOMO level (Eh) = -0.68390

XYZ file:
```
330
Properties=species:S:1:pos:R:3:forces:R:3:lowdin_charge:R:1
C -1.9169 8.8168 3.1134 -0.3315 0.4903 -1.4563 -0.01
H -2.9481 -2.8953 6.8148 0.0184 0.2266 0.2505 0.09
P -1.6617 0.1384 -5.0634 1.6819 -1.5963 -2.4052 0.28
C -7.0417 4.8391 -3.6209 -2.2972 -0.4692 -1.2473 -0.15
H -0.7385 -3.7490 4.6969 -0.0396 -0.1225 0.0149 0.10
C 6.1240 3.1545 -1.7975 -0.7009 0.8361 -0.2066 0.03
H -4.9374 -0.8097 2.3162 0.1855 0.1440 0.1641 0.09
H -7.2861 0.2620 -6.1366 -0.2897 0.2371 -0.1317 0.13
C 8.1997 -3.9398 -1.8770 -0.5631 0.0208 1.0782 0.07
H 4.9271 4.1230 4.3159 -0.4486 -0.5665 -0.2383 0.13
H 3.4352 5.3231 -4.0398 0.3004 0.2045 -0.2394 0.11
H 1.6127 1.0954 0.2619 -0.5143 -0.4005 -0.0056 0.10
H -1.0830 8.4733 5.6681 0.0315 -0.3661 0.0151 0.11
O -1.3152 -6.4671 4.9687 4.3411 2.0464 3.5569 0.11
H -0.6987 -9.4093 -0.8990 0.1625 0.4162 0.0668 0.15
F 0.1601 4.4179 5.9725 -0.3308 -0.2656 0.4957 -0.18
C 3.8004 -0.0342 7.8185 -0.8226 0.8781 -0.4473 -0.06
H 0.8713 6.7753 2.8422 -0.5274 -0.1942 0.5902 0.09
H -5.0531 -3.6107 6.2045 -0.7598 1.2135 0.2211 0.13
C -6.9939 5.8823 -4.7295 1.3240 1.9984 0.4415 -0.12
H -2.4922 -9.4435 1.5467 -0.1421 0.5045 0.2444 0.10
H 3.8742 -4.2622 -10.8603 0.1940 -0.2347 0.1458 0.08
F 2.3907 4.5607 -1.6891 0.1910 0.7297 0.5323 -0.14
C 5.7281 -3.9444 -2.0876 0.4209 -0.1717 1.4103 0.01
N -6.5379 -0.8533 -3.7642 -0.8294 -2.1316 1.3364 -0.10
H -2.7325 8.3351 -0.4912 -0.3752 -0.3764 -0.1653 0.06
H -5.6749 -5.0246 -3.9059 -0.8969 0.1562 -0.4721 0.07
F 2.6809 6.0005 1.2190 0.1810 0.5347 0.0474 -0.17
H -4.1362 -9.2570 -0.0909 -0.5876 0.2509 -0.3216 0.10
C 5.2242 -1.2118 4.3590 -0.5072 -0.2101 -0.2700 -0.21
H 0.0676 -5.1397 7.4204 -0.6035 0.3509 0.3889 0.18
C 0.8891 -7.5325 0.7204 -1.9037 -0.3277 -0.2389 0.04
H -6.7617 5.6402 -5.7666 0.4153 -0.7458 0.2527 0.11
C -4.5773 -0.0364 4.9916 0.3801 -0.6944 -0.4824 0.02
C -5.0024 -4.8577 -4.7474 0.4187 -0.0324 -0.8535 -0.10
C -5.7821 -0.7118 2.9981 0.1439 -0.9111 -0.4388 0.01
C 0.5590 -3.6540 -4.2333 0.9164 1.6027 -0.4406 -0.13
H -2.1385 -6.7562 -0.9628 -0.0164 -0.0452 1.0894 0.09
H 0.8030 2.1386 1.4401 0.0314 -0.0174 -0.0305 0.08
H -2.1294 9.4728 -1.6502 -0.1366 -0.1180 -0.4594 0.08
F -2.1145 0.7818 -3.7280 -0.9905 0.9538 1.1608 -0.13
H 1.9746 -2.7481 -2.9313 0.5127 -0.0193 0.0464 0.09
H -1.3232 -7.5400 7.2297 0.2089 0.0828 0.5284 0.11
H 0.9808 -6.5455 1.1735 0.2783 -0.0608 -0.5821 0.06
H 3.3956 -2.7765 5.9322 0.4815 0.1602 -0.0845 0.12
H -6.1958 -1.5317 6.2737 -0.4428 -0.3247 -0.1015 0.10
H 3.7158 -0.1921 -6.9444 -0.8099 0.1962 -0.5897 0.10
H 3.5961 0.8573 7.2256 -0.3194 -0.0934 -0.1420 0.12
H -7.1170 2.8703 -6.5070 0.1982 -0.0870 -0.3682 0.09
C 2.0303 -1.0478 -5.7368 -0.6433 -0.8719 -0.0482 -0.12
F 2.1154 3.4596 5.2043 0.0613 0.0399 -1.3693 -0.21
H -2.1352 1.5209 -0.5318 0.0491 -0.3167 0.4156 0.10
H 9.1774 -4.0142 2.1239 0.4026 -0.0830 -0.0751 0.11
H 0.7915 8.4905 2.5838 -0.6093 0.2245 0.0481 0.11
H -5.0829 4.0356 -2.8892 -0.6407 -0.5150 0.2734 0.12
C 4.8956 4.0385 3.2296 0.9013 -0.2148 -2.0187 0.05
F -6.2415 2.5959 1.5965 -0.9322 -0.0664 0.5581 -0.19
H -0.0096 -2.8502 -3.7656 -0.1715 0.1565 -0.6045 0.08
N 0.1576 -5.9684 6.8501 -0.5878 -2.1166 -0.7626 0.09
H -2.2626 0.4794 1.6884 -0.6785 0.3900 0.9478 0.08
C -3.9069 5.4733 -4.4757 0.7917 -0.2615 2.6371 -0.03
H -4.3539 -0.1739 6.0495 -0.3064 -0.2631 -0.2103 0.10
H 1.1475 -0.7697 -6.3126 0.1329 0.3695 0.1723 0.11
H -4.1889 -4.3878 -4.1947 0.7657 -0.1464 -0.5939 0.06
H 7.8925 -3.1168 -2.5223 0.2120 -0.2359 -0.0562 0.09
P -3.3179 -3.4855 0.5590 0.8419 -0.0114 0.7153 0.17
C -2.6649 4.7994 -3.8130 -0.6055 1.0000 0.8452 -0.19
H 1.3506 -7.6619 -0.2586 0.2932 0.0810 0.3543 0.11
F 3.9057 -5.3111 1.2564 -1.3495 0.8362 -0.4087 -0.21
H 0.3151 -4.8601 3.7252 -0.2412 0.2470 -0.1290 0.07
H 5.1730 1.0684 1.6642 0.2236 -0.5782 -0.3165 0.07
H 5.7374 6.0567 -2.3073 0.9332 0.2136 -0.4393 0.19
H -5.1846 0.2134 -1.2982 -0.6739 0.6593 0.6886 0.10
H -0.5837 -5.8542 -0.6309 -0.3300 -0.0239 0.3887 0.09
H -1.3803 9.7652 3.1381 -0.0774 -0.0655 0.2948 0.11
F -4.4491 3.2628 2.4900 2.1074 1.2529 -1.4655 -0.18
H -4.0441 8.8362 -2.7690 -0.5126 -0.2826 -0.6559 0.11
H -0.9865 0.0585 2.8295 0.3591 0.4706 0.0240 0.10
H 3.9597 4.1247 2.6775 -0.5263 -0.3394 0.8986 0.10
H 0.9698 -2.7989 -8.4513 0.1183 -0.8451 -0.5911 0.12
C 7.6135 6.2182 4.1407 -1.0234 -0.6707 -0.5515 0.05
H -4.4228 4.7649 -5.1239 -0.2909 0.3618 0.0337 0.12
H 1.1538 -6.1255 6.7949 0.7120 0.3847 -0.4739 0.17
C -3.4573 7.9336 -2.5984 -1.8646 1.0968 1.4312 -0.20
H -6.5210 -4.4093 -6.0535 -0.6001 0.2155 -0.1505 0.10
P 3.1112 -4.0425 2.0261 2.8078 -3.0142 -1.5217 0.32
H 2.4353 -0.6006 9.4613 0.0961 -0.0976 -0.0834 0.12
C -1.4119 4.9461 -4.6532 -0.9212 -1.0885 -0.9614 -0.26
C -6.8275 -2.1669 -4.6240 0.6604 0.1123 -0.4289 -0.08
C -5.7871 4.8628 -2.8001 1.0197 -0.1657 -0.4867 -0.10
H -3.0352 7.6142 -3.5512 0.4447 0.2605 0.3564 0.09
O 1.6049 -1.0528 -0.6493 0.6078 -0.3361 -0.0940 -0.09
H -5.2199 0.8276 4.8222 0.4775 0.1467 0.0947 0.11
H -5.0982 0.0537 -5.1281 0.3874 -0.7049 0.6826 0.11
C -0.4018 -5.7605 5.4836 -4.6746 -0.3811 -4.2925 -0.31
H -5.2900 7.0307 -1.5134 0.0075 0.5832 -0.3541 0.14
H 4.8615 6.3937 -4.5932 0.0805 -0.8738 -0.0889 0.12
H 0.0559 -4.5492 -3.8678 0.1519 -0.3362 -0.9907 0.11
C -2.4476 8.4363 -1.5384 0.7699 -1.2247 -0.7298 -0.07
N -1.0320 7.7345 3.5863 2.4186 -0.1319 2.2649 -0.26
H -6.5055 -1.4521 2.6563 -0.2776 0.3468 -0.0878 0.11
H -1.6137 7.7704 -1.7605 0.6810 0.2838 0.8209 0.06
C -5.6091 -1.3099 -2.5702 0.4811 0.2584 -0.4084 -0.12
H -7.8914 6.4894 -4.8481 -0.2627 -0.2990 0.3650 0.13
H 0.3405 7.3932 5.2857 -0.2912 -0.0024 -0.0163 0.10
H -3.5449 6.3570 -5.0011 -0.4356 -0.1438 -0.1252 0.12
C -4.7742 -2.5778 4.2004 -0.1824 -0.0799 0.4720 -0.09
C -5.5186 -3.9938 -5.9499 -2.1652 -1.1610 2.1435 -0.21
C 0.2399 -1.1195 -1.0087 0.7240 0.7419 0.4549 -0.21
H 7.2334 7.1901 3.8260 -0.0486 0.3663 0.9473 0.11
F -0.5049 1.3287 -5.2478 -1.3988 -0.5848 -0.3952 -0.19
H 7.3637 -2.8416 9.0206 -0.3718 -0.0581 0.2611 0.08
H -1.3592 5.8859 4.7242 0.5472 0.0697 -0.2889 0.12
H -2.9102 8.8934 3.5555 0.4699 -0.2693 0.8167 0.12
H 1.4015 -2.3846 7.4816 -0.2994 0.3074 0.1521 0.09
P -4.9370 3.2841 0.9074 -4.1249 -1.0513 1.4788 0.29
H 7.3404 5.8156 5.1161 -0.4878 0.7615 0.3083 0.11
H 6.3292 -1.0534 2.5247 -0.5474 -0.3142 -0.2773 0.10
F -2.6519 -1.1703 -4.7896 0.4874 1.1979 -0.0986 -0.19
F -0.4222 -0.6757 -4.2111 -1.0424 0.1036 -0.3542 -0.24
C 2.9706 -3.2745 -4.8843 -1.7113 -0.6620 0.3529 -0.08
C -6.0007 -0.5052 -1.3741 -0.9003 1.4779 0.4851 -0.14
C -7.8524 -0.5839 -2.9202 0.0741 -0.5043 -1.6713 -0.10
F 2.8787 -5.1563 3.2538 -0.0355 1.5147 -0.1806 -0.20
C 4.7916 0.5056 2.5162 0.2839 -0.6134 0.4271 -0.07
C 2.4539 -0.6285 8.3719 0.6747 -0.9228 0.0670 -0.10
H 8.4607 -1.6178 9.3600 -0.3228 0.9399 -0.2691 0.09
H 5.4418 5.4435 1.7449 0.2592 -0.3372 -0.7927 0.16
F 0.9367 5.7038 -0.2630 0.0450 0.8788 -0.6975 -0.12
F -1.9808 -3.4041 -0.3836 -0.3340 0.7381 -0.2222 -0.17
H -0.4528 -1.4417 1.0614 -0.1993 -0.0478 -0.1956 0.13
H -2.8259 6.5864 4.1782 0.1158 1.0953 0.1994 0.15
H -6.3093 7.5407 -3.3962 -0.4208 -0.0203 -0.2125 0.14
C 2.3995 -2.0634 7.7798 0.2429 0.8638 -1.7276 -0.14
H -4.7624 -2.3986 -4.8544 0.4464 0.7999 -0.7345 0.08
C -6.8476 1.0227 -5.4907 -1.7746 0.2381 0.8208 -0.24
H 8.5324 -2.5057 7.8905 -0.0061 0.4389 -0.4558 0.08
H -2.1613 8.6382 2.0663 0.2363 -0.2520 -0.1056 0.09
H -2.3305 -7.0659 1.6919 -0.1074 -0.5420 -0.1303 0.10
H 5.8461 0.2244 5.8400 -0.1639 0.2174 -0.0913 0.13
H -1.3213 1.8626 2.4253 0.1580 -0.3354 0.1852 0.10
C -0.6282 -0.7891 0.2062 -0.7420 1.5253 -0.9407 -0.06
C 7.4389 -4.2379 1.3943 -1.2407 -0.5920 0.1581 -0.26
H 5.1340 5.9540 3.2199 0.1065 1.0979 0.0476 0.17
C -5.9144 6.8445 -4.1361 -0.6084 0.3366 -0.3385 -0.11
C -2.3535 -9.6232 0.4806 0.2953 1.7453 0.6651 -0.22
C -4.3951 6.7988 -2.0908 0.9828 -0.5787 -1.8697 -0.06
N -0.5337 0.6833 0.7570 0.7088 0.1277 0.4384 -0.29
H -7.9104 5.1544 -3.0429 0.2206 -0.1907 0.5291 0.13
H -7.0196 -2.9841 -3.9287 0.0133 0.4049 0.4057 0.12
H 1.5666 -0.0952 8.0307 0.3370 0.2894 -0.1833 0.11
H -8.2974 -1.5558 -2.7072 0.6100 -0.3311 0.1335 0.13
H -5.4420 7.4264 -4.9275 0.3256 -0.0366 0.3088 0.13
C 3.2414 -0.1649 -5.9635 1.1672 0.9820 -0.4011 -0.20
H -3.9978 -2.5734 3.4354 0.0871 0.2663 0.2870 0.11
F -4.6199 -3.6425 1.5191 0.5042 0.0482 0.2773 -0.15
H 8.9606 -3.5759 -1.1866 -0.2653 -0.2246 0.2151 0.10
O -2.7391 6.0595 1.5726 1.8452 -0.0511 1.9467 -0.08
H -5.7263 -1.9615 -6.4227 0.8215 0.6115 0.2605 0.12
N -5.3619 -1.1746 4.3653 -1.2509 -0.4046 1.1392 -0.32
H 2.0971 -4.5073 -3.1658 1.2189 0.1446 -0.0272 0.10
H 6.6820 0.1300 3.6162 -0.0125 0.5070 0.2503 0.11
O 5.5212 3.6078 -4.0806 -0.7296 2.1383 5.3728 0.11
H -1.0885 2.6445 0.4032 -0.0524 0.1252 -0.4565 0.10
C -0.9392 -9.1829 0.1397 -0.9669 -0.8505 0.8312 -0.12
H -4.5630 -1.0842 -2.7771 -0.1649 -0.2113 -0.7008 0.12
H 4.9904 -2.4033 8.2553 0.2928 -0.1304 0.1584 0.12
C 5.5074 4.0067 -2.8844 1.6632 -0.9703 -5.4014 -0.28
F -1.1617 -0.5970 -6.4388 0.2985 0.2080 0.6902 -0.18
H 0.0804 -7.1426 8.4856 -0.8633 -0.9266 0.3305 0.12
H -8.2111 -0.0187 -0.9318 0.3590 -0.0820 0.2492 0.13
F 0.2347 3.8710 3.8961 0.3357 -1.3922 -1.0994 -0.17
H -6.1430 0.3160 2.9610 -0.1365 -0.1620 0.3357 0.11
C -0.2348 4.1722 -4.0725 -1.3620 0.6169 -0.0810 -0.09
H -5.1943 -4.1955 -6.9709 1.1781 0.3214 0.4478 0.12
H 5.7611 -6.0680 -0.5751 -0.0202 0.3017 0.3517 0.10
H 0.9706 -4.1672 5.1736 -0.0288 0.5506 -0.0934 0.07
H 6.3647 3.6253 -0.8443 -0.4179 0.1732 -0.1080 0.08
C -4.3094 -3.2482 5.4947 0.5013 -0.5822 -0.1750 -0.22
H -0.2875 7.3478 1.6587 0.3261 0.2370 -0.1759 0.09
C -6.2914 2.2049 -6.2545 0.7689 -0.1889 0.0242 -0.07
H 5.4855 3.2681 2.7330 -0.3281 -0.7596 0.9021 0.09
C -1.0767 -6.8218 -0.7251 0.7857 -0.8063 0.0930 0.04
O -3.3012 -8.8146 -0.2604 0.8158 -1.8380 0.6451 -0.03
H 5.6748 -2.8586 -2.1678 0.2222 -0.0314 0.2885 0.10
H -3.8686 6.0926 -1.4489 0.1874 -0.2288 -0.3039 0.10
H 8.7034 6.2079 4.1321 -0.1823 -0.1350 -0.4842 0.11
H -0.0284 -2.8885 -6.2632 0.0053 0.2463 0.2962 0.12
C 2.8026 -2.7393 -9.9025 -1.0279 0.9170 0.7447 -0.23
C 2.9026 1.3415 -5.5321 -0.6892 -1.6036 0.1987 -0.05
C 5.5284 -1.9684 7.4129 -1.2607 1.4593 0.5570 -0.07
F -4.3287 1.7698 0.7163 1.1528 0.7829 -0.1106 -0.19
H 1.1347 0.5030 1.9380 0.6116 -0.0713 -0.2774 0.09
H -6.0123 -1.0951 -0.4577 0.0433 -0.0663 -0.1724 0.11
H 0.0783 -2.1306 -1.3825 -0.8874 0.0182 0.1898 0.11
H 1.8311 -0.9111 -4.6739 -0.5556 -0.4678 -0.1128 0.11
C 6.7340 -5.8625 -1.0215 -0.3609 -1.1559 0.9518 -0.02
H 6.4873 -0.2443 8.3637 0.2209 -0.0082 -0.2229 0.11
C -1.3202 0.8161 2.1203 -0.3363 -1.3143 -2.8271 0.05
H -0.6773 -7.3021 -1.6183 0.4054 -0.1718 0.1768 0.10
C 1.9942 -2.4477 -8.5753 0.9357 0.9651 0.0692 -0.16
H 4.1586 0.4549 5.2840 0.0186 -0.1007 0.0061 0.13
H 0.2830 9.1105 4.7793 -0.1149 -0.1465 -0.4446 0.10
F -3.6653 3.9902 0.1252 -0.3092 -1.2960 0.7047 -0.17
H -5.6518 -2.3410 -2.2191 -0.5811 -0.3513 -1.4216 0.12
H -7.5924 1.4953 -4.8504 -0.8799 -0.3580 -0.2737 0.10
H 2.2101 -4.4500 -11.0550 -0.4077 -0.5275 0.6914 0.09
H 4.3432 1.3018 3.1104 -0.1122 -0.3553 0.5597 0.05
H 7.1754 -5.2930 1.4678 0.2407 -0.2720 0.5317 0.12
H -5.6087 2.7555 -5.6073 0.0766 0.1993 0.1402 0.05
H 5.9226 -2.0330 4.5198 0.0029 0.0751 0.7632 0.12
H 0.4203 -8.0046 6.9692 -0.4810 -0.4446 0.2065 0.11
H -0.9048 -6.3470 2.2163 0.7141 -0.2995 -0.3432 0.08
H 3.1444 -4.2921 -5.2341 0.6588 0.2744 -0.4652 0.12
F -2.7844 0.9018 -6.0140 0.8776 -0.2965 1.7540 -0.17
H 0.1040 -0.4464 -1.8552 -0.3525 0.1216 0.1092 0.11
C 2.0003 -3.5470 -3.6723 -0.4320 0.5091 -0.0414 -0.15
H -1.1386 5.9951 -4.7677 -0.1474 0.0917 -0.0741 0.11
H 0.0644 4.9212 -3.3393 1.4573 -0.6950 0.1485 0.07
H -2.8362 3.7945 -3.4271 -0.1519 -0.4128 -0.7939 0.11
C -1.1239 1.7241 -0.1796 0.8044 -0.6217 0.0932 0.02
O 7.8633 4.5637 2.4657 -3.7458 1.5596 1.4300 0.13
H 4.3211 -1.6820 3.9697 -0.0995 0.0089 0.2700 0.08
N 5.6382 5.2395 2.7144 -0.8166 1.3583 1.7090 0.08
H -2.3534 -10.7102 0.5616 -0.6415 -0.2990 -1.5472 0.14
H 3.8039 6.9599 -3.3942 -0.3499 -0.2298 0.1959 0.10
H 5.3042 2.4410 -1.7132 0.3742 -0.6002 0.5989 0.10
H 1.7537 -1.9096 -0.2427 0.8019 -0.0512 0.2763 0.05
H 4.0231 -0.2184 2.2454 -0.4105 0.5155 -0.5624 0.07
F -3.2020 -1.8651 0.9364 -0.1221 -0.7890 0.0417 -0.20
C 2.8448 -2.8898 -7.3806 -2.3796 -0.4461 0.4384 -0.10
H -0.9881 5.0955 2.4278 0.1882 0.3823 -0.6204 0.09
F 4.0059 4.8963 -0.1674 1.8024 -0.5426 0.0773 -0.17
H -7.3438 1.1966 -1.8408 0.0373 0.0210 0.0327 0.10
F -1.0190 2.4729 5.2922 1.2051 0.4641 0.1758 -0.17
C -1.7956 6.4059 3.8714 -0.7762 0.6349 0.3448 -0.08
C -6.6109 -1.3633 5.2800 1.1642 1.3395 -0.7814 0.05
H -6.0366 5.0334 -1.7529 0.4068 0.0418 -0.1065 0.11
C -5.6248 -2.5414 -5.5054 -0.3767 0.2151 -0.1564 -0.20
H 2.3534 -2.1573 -10.7072 -0.2227 -0.1325 -0.0018 0.11
H -1.6324 -0.8157 -0.2169 -0.2272 -0.4182 0.8025 0.11
F -5.8221 3.0070 -0.4286 1.3759 1.0615 -1.4566 -0.17
F 0.9558 2.4413 6.7038 -1.2173 -1.1690 -0.4731 -0.18
C 2.9456 -4.1877 -10.2945 0.6578 0.3348 -0.7630 -0.09
H 2.2629 1.8383 -6.2615 0.4046 -0.0127 -0.2926 0.08
H 0.3632 3.8738 -4.9336 0.8293 0.3094 0.6670 0.07
H 3.0470 -4.8257 -9.4166 -0.3812 -0.3863 -0.3394 0.07
F -5.5666 4.8071 1.0437 0.8039 -1.4038 0.0215 -0.16
C 6.6283 -3.7192 0.2397 1.2673 1.6593 -1.0862 -0.11
F -2.3093 -3.7928 1.7940 -0.1401 -0.0307 0.7165 -0.18
H -0.3930 -9.8609 0.7955 0.8085 0.4048 -0.0641 0.14
F 2.9036 6.7891 -0.9530 -0.0972 -1.6585 0.2079 -0.15
H 2.7887 -2.9063 8.3508 0.4499 0.3911 0.2138 0.11
H -1.6448 4.5511 -5.6421 0.0298 0.1134 -0.2691 0.12
C 7.0568 5.2698 3.1013 5.8944 -1.8888 -2.1941 -0.36
P 2.4788 5.3395 -0.2551 -3.1903 -0.2745 1.3933 0.21
H -1.1450 -8.1424 2.5283 0.0753 0.3561 0.0984 0.10
H -0.5969 3.2681 -3.5831 0.1716 -0.0154 0.0303 0.05
H -7.2850 -2.1234 4.8850 0.2618 0.0134 0.1471 0.12
H 8.6085 -4.7884 -2.4255 -0.3427 0.0793 -0.0222 0.11
H -2.5136 4.5953 2.9616 -0.0564 0.1689 0.9762 0.11
H 7.0034 -2.7191 0.0225 -0.1817 0.3836 0.1954 0.14
H 5.5627 -3.6235 0.4481 0.1709 -0.6206 -0.1792 0.09
C 3.1778 -1.8367 6.4397 0.6232 -0.1531 0.7687 -0.10
F -4.2855 -3.1113 -0.6055 -0.3221 0.1907 -1.4198 -0.10
H 4.4179 0.3958 8.6071 0.5853 -0.9450 -0.0614 0.13
H 4.8375 -4.3174 -1.5818 -0.1595 0.0673 -0.3981 0.09
H -5.6974 1.9110 -7.1199 -0.2192 0.1069 -0.1354 0.09
H 7.0950 -3.7277 2.2941 -0.4615 -0.0792 -0.0522 0.12
H -2.9486 5.2346 1.1285 -0.4398 0.2694 -0.5637 0.00
H -7.7241 -2.0757 -5.2371 -0.0557 0.6021 0.1874 0.13
H 2.2399 1.2749 -4.6692 -0.0185 -0.0386 0.2844 0.06
O 8.7974 -4.0134 1.2423 0.6445 0.1242 -0.4536 -0.02
H 2.8357 -3.9793 -7.4113 0.6804 -0.0179 0.1421 0.11
F 1.6495 -4.4631 1.4737 0.2469 0.5955 0.5000 -0.16
C 4.9300 -0.2761 5.5262 0.3611 -1.1679 1.2390 -0.09
C -1.2778 -7.3022 1.8468 -0.7934 -0.2663 -1.3553 0.01
H 7.1893 -1.0023 6.8278 0.4592 1.2558 0.2291 0.10
H 5.8676 -4.3531 -3.0884 0.2023 -0.2876 0.3112 0.11
H 6.6920 -6.4813 -1.9178 0.4470 0.9713 -0.6796 0.12
C -1.9568 5.5007 2.7203 -0.2390 -0.8372 -2.3290 -0.21
C 6.8017 -1.1451 7.8366 -0.7662 -1.3419 -1.7161 -0.19
H 1.8114 -1.3768 -8.4865 0.4037 0.3333 -0.2143 0.11
N 2.1181 -2.5973 -6.0104 1.6417 -0.2632 2.0174 -0.15
N 4.4427 -1.0243 6.8029 -0.8023 -0.1253 0.4272 -0.19
H 7.4730 -6.3466 -0.3831 0.2258 0.4997 -0.0069 0.11
H 4.3931 5.4893 -1.8387 -0.5277 -0.5569 0.3881 0.07
C 0.7800 -3.4091 -5.7497 -0.3028 0.5583 -1.2323 -0.04
C 5.8142 -0.4112 3.2392 0.9563 1.4912 -0.8171 -0.24
H 3.8845 -2.7157 -4.6827 -0.1931 -0.0681 -0.0724 0.11
F 0.9060 1.5734 4.4561 -0.0288 1.4120 0.3857 -0.22
F 4.6414 -3.6816 2.5377 -0.4248 0.1581 -0.3112 -0.18
C 0.0406 -4.5109 4.7206 1.0936 -1.2898 1.0499 0.04
F -3.3597 -5.0506 0.2091 -0.4198 -0.3342 0.1121 -0.14
C -0.2802 -7.3412 7.4764 1.2048 1.5405 -0.2957 0.09
H -7.3778 3.9023 -4.0653 0.5254 -0.4020 0.3304 0.10
H -3.6299 0.0011 4.4538 -0.1142 0.4081 -0.0276 0.10
F 1.9791 3.9649 0.5576 1.3116 0.1255 -0.8234 -0.19
C 0.8838 1.1158 1.0721 -0.6080 0.2283 0.8719 -0.02
H 2.7238 -1.1537 5.7217 -0.8055 -0.2598 0.2455 0.13
H 3.7388 1.9641 -5.2139 0.2171 -0.2900 -0.5071 0.05
C 7.8355 -1.9819 8.5447 0.3438 -2.0457 0.9267 -0.09
C -5.9436 0.3627 -4.5134 1.0406 -0.6757 -0.4836 -0.12
C -7.4328 0.1219 -1.6819 1.1985 0.3265 0.2250 -0.12
H -8.6465 -0.1548 -3.5312 0.4498 0.6288 -0.1820 0.13
H 5.5845 -2.7173 6.6229 0.8932 -0.0805 0.2694 0.12
H -0.4390 1.7357 -1.0275 -0.1557 0.4000 -0.0578 0.10
H -5.6165 -3.1303 3.7840 0.2084 -0.1713 -0.0522 0.13
P 0.5308 3.0144 5.2356 0.3619 0.6305 1.5994 0.24
N -0.6550 -7.7429 0.4889 0.6339 1.8113 0.0881 -0.27
N 5.0050 5.4465 -2.6411 -0.2844 -0.8785 -0.6830 0.09
H 3.7891 -2.2837 -9.8179 0.0964 0.0686 0.4498 0.11
O -3.2964 -2.4271 6.0525 0.0848 0.1271 0.3777 -0.07
N 6.8903 -4.3780 -1.1154 -0.7175 -0.4440 -2.4983 -0.28
F 2.7050 -2.8140 2.9139 -1.8023 0.4431 -0.2090 -0.12
H -7.0683 -0.3742 5.2584 -0.3671 -0.2286 0.1705 0.11
F 3.2492 -3.1493 0.5578 0.2310 -0.5011 2.2138 -0.21
H 0.9429 -4.3088 -6.3432 0.0719 -0.2478 0.2979 0.13
H -2.4564 5.2960 -2.8653 -0.0602 0.5024 0.1373 0.10
H 3.8404 -2.4461 -7.3833 -0.1490 -0.1165 0.3076 0.13
H 1.1915 -8.2674 1.4664 0.1067 -0.1268 -0.3267 0.11
H -3.8712 -4.2365 5.3559 0.2330 -0.1290 -1.3488 0.11
H 7.0454 2.7167 -2.1815 -0.3340 -0.1548 -0.2232 0.11
H 4.1123 -0.5371 -5.4240 -0.1480 0.0208 0.8911 0.09
C 0.1816 7.5876 2.6129 -1.3803 -0.5607 -0.2734 0.02
C -0.3030 8.2082 4.9543 -1.3066 -0.3755 -1.0747 0.06
H -4.7842 -5.8466 -5.1506 0.4964 -0.0356 0.3972 0.07
H -5.5780 1.1306 -3.8316 -0.0498 -0.4565 0.6066 0.14
C 4.2224 6.0333 -3.7870 0.1516 0.9348 0.2358 0.03
N -4.9468 5.9938 -3.3618 0.4542 0.6642 -0.2501 -0.18
```
Positions in Å, forces in eV/Å.